Record 1
# C11H9F3N2OS

An isolated molecule of C11H9F3N2OS (ωB97M-V/def2-TZVPD, the OMol25 dataset).

## Properties
**Relative energy (zero: lowest compared OMol25 entry of this formula, charge and spin)**: 0.0 kcal/mol
**Total charge**: 0
**SMILES string**: Oc1ccc(Cn2cc[nH]c2=S)cc1C(F)(F)F

Geometry as XYZ:
```
27
Properties=species:S:1:pos:R:3:forces:R:3:nbo_charge:R:1
O -2.550 3.089 -1.111 0.180 -0.384 0.253 -0.67
C -1.740 2.012 -0.834 -0.062 -0.469 -2.525 0.31
C -0.979 1.990 0.305 0.931 0.095 1.279 -0.26
C -0.024 0.976 0.503 -0.088 -0.230 -1.153 -0.15
C 0.191 -0.040 -0.470 -0.244 0.951 2.173 -0.06
C 1.220 -1.141 -0.273 0.294 0.072 -0.140 -0.23
N 1.579 -1.454 1.108 -0.477 -0.465 0.980 -0.38
C 0.901 -2.383 1.924 0.442 0.509 1.257 -0.09
C 1.401 -2.256 3.197 -0.747 -0.915 -1.641 -0.07
N 2.389 -1.322 3.154 1.240 0.932 -0.390 -0.55
C 2.553 -0.844 1.861 0.331 -0.078 0.162 0.24
S 3.776 0.158 1.321 -0.307 0.093 0.098 -0.29
C -0.559 -0.011 -1.609 -1.384 1.115 -0.187 -0.19
C -1.549 0.984 -1.813 0.739 -0.126 0.826 -0.16
C -2.436 0.974 -3.033 0.161 -0.472 1.531 0.97
F -2.147 0.017 -3.905 0.071 0.140 -0.246 -0.31
F -3.726 0.738 -2.611 0.721 0.827 -0.959 -0.33
F -2.328 2.180 -3.670 -0.831 -0.550 -0.180 -0.34
H -2.666 3.188 -2.075 0.044 -0.137 0.661 0.50
H -1.079 2.839 1.014 0.119 -0.771 -0.500 0.24
H 0.675 1.015 1.324 -0.234 0.090 0.338 0.23
H 0.873 -2.068 -0.756 0.188 0.334 0.225 0.22
H 2.125 -0.795 -0.769 0.304 -0.261 0.026 0.26
H 0.174 -3.095 1.578 -0.116 0.263 -0.221 0.23
H 1.192 -2.838 4.070 -0.140 -0.040 0.170 0.23
H 3.092 -1.141 3.892 -0.872 -0.054 -0.990 0.44
H -0.357 -0.772 -2.321 -0.264 -0.469 -0.848 0.22
```
Forces are in eV/Å.

---

Record 2
# C13H23BrNPSr

A structure of composition C13H23BrNPSr (ωB97M-V/def2-TZVPD, the OMol25 dataset).

## Properties
**Relative energy (zero: lowest compared OMol25 entry of this formula, charge and spin)**: 69.8 kcal/mol
**Total charge**: 0

Geometry as XYZ:
```
40
Properties=species:S:1:pos:R:3:forces:R:3:lowdin_charge:R:1
C -2.780 0.267 -2.480 -0.097 -0.297 0.116 -0.08
C -2.599 -0.967 -1.855 0.027 -0.610 -0.112 -0.04
C -1.884 -1.031 -0.643 -0.631 -0.420 -0.648 -0.28
C -1.453 0.166 -0.123 -0.073 -0.102 -0.068 -0.19
C -1.552 1.394 -0.739 0.374 0.512 0.375 -0.33
C -2.260 1.436 -1.927 -0.092 1.227 -0.891 -0.06
C -1.660 -2.364 0.067 -0.079 0.247 0.928 -0.17
C -0.201 -2.900 0.238 0.529 0.112 -0.883 -0.22
N 0.894 -1.929 0.404 0.007 0.266 0.665 -0.50
Sr -0.152 -0.422 1.801 0.511 1.583 1.022 0.67
C -0.830 2.625 -0.128 -0.008 -0.503 -0.323 -0.31
P 0.850 2.071 0.403 -0.021 -0.802 0.256 0.77
H -2.998 -1.919 -2.286 0.322 1.025 0.225 0.12
H -2.375 2.431 -2.437 0.006 -1.148 0.360 0.13
H -3.331 0.309 -3.410 -0.005 0.056 -0.020 0.10
H -1.344 2.974 0.779 0.016 0.086 -0.307 0.08
H -0.723 3.429 -0.859 -0.358 0.144 0.048 0.08
H -2.119 -2.325 1.099 0.372 0.016 -1.023 0.04
H -2.180 -3.154 -0.467 -0.161 -0.016 -0.052 0.11
H -0.183 -3.543 1.122 -0.095 -0.084 -0.348 0.08
C 1.556 3.370 1.482 0.086 -0.073 -0.413 -0.29
C 1.831 2.100 -1.162 0.211 -0.274 0.428 -0.27
H 0.093 -3.438 -0.669 -0.363 -0.581 0.028 0.12
C 1.409 -1.343 -0.819 0.366 -1.118 -0.171 -0.09
C 1.950 -2.395 1.320 0.071 -1.065 -1.213 -0.12
H -0.767 1.475 2.719 -0.143 0.921 0.480 0.12
H 1.906 -2.186 -1.336 0.116 0.485 -0.464 0.10
H 0.594 -0.952 -1.432 0.192 -0.044 0.066 0.09
H 2.148 -0.556 -0.613 -0.287 -0.274 0.030 0.07
H 2.527 -3.143 0.730 0.103 0.153 0.699 0.10
H 2.622 -1.598 1.636 -0.085 0.187 -0.104 0.06
H 1.508 -2.865 2.209 0.110 0.164 -0.258 0.06
H 1.839 3.140 -1.516 0.267 -0.390 -0.299 0.04
H 2.866 1.722 -0.921 -0.970 0.557 -0.388 0.06
H 1.359 1.400 -1.892 0.346 0.709 0.486 0.05
H 1.702 4.272 0.875 0.118 0.091 0.564 0.04
H 0.856 3.525 2.326 0.434 0.082 -0.446 0.04
H 2.517 2.974 1.880 -0.613 0.420 -0.244 0.05
H 1.451 0.136 3.104 0.315 0.110 0.368 -0.05
Br -1.086 -2.184 3.521 -0.817 -1.354 1.530 -0.16
```
Forces are in eV/Å.

---

Record 3
# C4H4N2O2S

A structure of composition C4H4N2O2S (ωB97M-V/def2-TZVPD, the OMol25 dataset).

## Properties
**Relative energy (zero: lowest compared OMol25 entry of this formula, charge and spin)**: 34.4 kcal/mol
**Total charge**: 0

Geometry as XYZ:
```
13
Properties=species:S:1:pos:R:3:forces:R:3:nbo_charge:R:1
C 0.646 0.594 -0.030 1.896 -1.536 0.779 0.12
C 2.014 0.322 -0.054 2.942 1.276 -0.237 -0.52
C -0.005 -0.694 0.152 -0.851 1.268 -1.586 -0.01
C -1.457 -0.820 0.068 -2.521 2.789 2.753 0.75
H 0.606 2.703 -0.006 -1.189 -2.778 -0.497 0.39
H -0.926 1.924 0.140 0.697 -0.725 -0.237 0.43
H 3.081 0.990 -0.221 -3.749 -1.687 0.598 0.26
H -2.793 -1.753 -0.309 -5.386 0.247 -0.119 0.49
N 0.042 1.785 -0.176 -0.085 4.183 0.466 -0.80
N 0.706 -1.780 0.107 1.032 -0.433 0.948 -0.53
O -1.938 -2.013 -0.322 4.502 0.476 0.049 -0.61
O -2.258 0.107 0.498 3.017 -3.471 -2.239 -0.65
S 2.282 -1.365 0.154 -0.305 0.392 -0.678 0.68
```
Forces are in eV/Å.

---

Record 4
# H8O16S3Zn

A structure of composition H8O16S3Zn (ωB97M-V/def2-TZVPD, the OMol25 dataset).

## Properties
**Relative energy (zero: lowest compared OMol25 entry of this formula, charge and spin)**: 23.4 kcal/mol
**Total charge**: -4

Geometry as XYZ:
```
28
Properties=species:S:1:pos:R:3:forces:R:3:nbo_charge:R:1
Zn -0.353 0.077 -0.100 1.502 -0.565 -1.567 1.76
S 2.075 -0.485 -2.539 0.844 -0.695 -1.199 2.62
O 1.055 -0.015 -1.567 -0.610 -0.011 1.034 -1.18
O 3.278 -1.033 -1.905 0.311 -0.322 0.859 -1.10
O 1.498 -1.522 -3.434 -0.482 -0.119 0.023 -1.13
O 2.481 0.686 -3.325 0.113 1.272 -0.929 -1.14
S -3.302 0.719 -1.472 -0.127 -0.218 -1.263 2.61
O -4.145 -0.152 -0.639 -0.451 -0.526 0.660 -1.13
O -3.435 2.122 -1.079 -0.341 1.669 1.016 -1.15
O -1.870 0.355 -1.311 0.058 -0.496 -0.288 -1.17
O -3.679 0.583 -2.895 -0.104 -0.223 -0.089 -1.11
S 1.557 -1.351 2.225 0.248 -0.992 0.100 2.60
O 0.780 -0.257 1.540 -0.061 0.802 0.186 -1.20
O 0.601 -2.464 2.486 -0.334 -0.121 0.077 -1.14
O 2.635 -1.769 1.349 0.460 -0.359 -0.073 -1.05
O 2.080 -0.811 3.491 -0.087 0.286 0.648 -1.11
O -0.196 2.193 -0.044 -0.378 0.962 0.575 -0.95
H -1.055 2.491 0.284 -0.184 -0.132 -0.455 0.49
H 0.339 2.985 -0.125 0.459 -0.392 -0.127 0.49
O 2.692 1.689 1.224 -0.197 0.278 0.365 -1.02
H 1.983 0.998 1.342 0.351 0.314 -0.183 0.52
H 3.504 1.179 1.281 -0.141 -0.267 -0.195 0.46
O -1.702 0.294 1.497 -1.079 0.092 1.335 -0.96
H -1.593 -0.432 2.126 0.514 0.020 -0.215 0.50
H -2.329 0.900 1.904 -0.177 -0.011 -0.463 0.47
O -0.844 -1.962 -0.126 -0.402 -1.329 0.118 -0.97
H -1.686 -2.303 -0.446 -0.005 0.493 -0.216 0.49
H -0.370 -2.714 0.261 0.297 0.589 0.268 0.51
```
Forces are in eV/Å.